Record 1
DFT (wB97M-V/def2-TZVPD) results for a structure of composition C8H16BF2RhS4.

Element x y z (Å)
Rh: 0.172 -0.163 1.129
C: -1.153 2.573 1.771
C: 0.073 3.147 1.057
S: 1.101 1.822 0.299
C: 2.843 1.855 0.834
C: 3.138 0.679 1.737
S: 2.390 -0.942 1.297
C: 0.190 -0.501 3.192
C: -0.597 -1.769 3.336
S: -1.212 -1.984 1.623
C: -2.870 -1.215 1.682
C: -2.883 0.262 2.032
S: -1.798 1.121 0.847
H: -1.940 3.324 1.833
H: -0.904 2.245 2.777
H: 0.671 3.743 1.745
H: -0.217 3.780 0.221
H: 3.054 2.806 1.323
H: 3.409 1.813 -0.095
H: 2.794 0.879 2.752
H: 4.211 0.486 1.779
H: -0.342 0.403 3.482
H: 1.189 -0.531 3.606
H: -1.431 -1.722 4.036
H: 0.013 -2.642 3.562
H: -3.458 -1.791 2.399
H: -3.288 -1.400 0.691
H: -2.525 0.454 3.044
H: -3.892 0.665 1.938
F: 1.171 -2.751 -0.186
B: 1.191 -1.444 -0.267
F: 0.991 -0.775 -1.381

## Properties
Kohn-Sham gap = 8.6 eV
LUMO level = -8.38 eV
net charge = +2
relative energy (zero: lowest compared OMol25 entry of this formula, charge and spin) = 117.0 kJ/mol

***

Record 2
DFT (wB97M-V/def2-TZVPD) results for a structure of composition C8H16Br6N2O2.

Element x y z (Å)
C: 2.047 -1.107 1.695
C: 2.828 0.179 1.649
O: 4.059 0.155 1.370
N: 2.196 1.261 2.082
C: 2.872 2.588 2.167
H: 1.619 -1.387 0.733
H: 1.281 -1.103 2.471
H: 2.678 -1.947 1.987
H: 1.350 1.202 2.630
H: 3.262 2.908 3.133
H: 2.055 3.266 1.920
H: 3.502 2.683 1.283
C: -3.642 -1.309 -1.967
C: -2.441 -1.652 -1.104
O: -2.078 -0.892 -0.232
N: -1.862 -2.836 -1.384
C: -0.614 -3.268 -0.890
H: -4.115 -0.441 -1.508
H: -4.434 -2.055 -1.901
H: -3.348 -1.081 -2.992
H: -2.295 -3.440 -2.068
H: -0.554 -4.347 -0.747
H: -0.457 -2.874 0.114
H: 0.213 -2.921 -1.510
C: 0.714 0.010 -2.336
Br: -0.288 -0.844 -3.829
Br: 1.339 1.880 -2.933
Br: 2.312 -1.121 -1.988
H: 0.135 0.010 -1.412
C: -1.713 3.631 1.260
Br: -0.858 2.086 0.385
Br: -3.209 4.340 0.120
Br: -0.421 5.139 1.593
H: -2.131 3.288 2.206

## Properties
Kohn-Sham gap (spin up / spin down) = 3.0 / 7.5 eV
expectation value of S² = 0.754
2S+1 = 2
LUMO level (spin up / spin down) = 1.82 / 1.93 eV
net charge = -1

***

Record 3
DFT (wB97M-V/def2-TZVPD) results for a structure of composition C8H16Br6N2O2.

Element x y z (Å)
C: -10.362 -3.185 -1.676
C: -11.710 -2.571 -1.644
O: -11.958 -1.676 -0.868
N: -12.694 -3.186 -2.383
C: -12.698 -4.562 -2.782
H: -10.374 -4.183 -1.265
H: -9.629 -2.543 -1.175
H: -10.132 -3.275 -2.710
H: -13.615 -2.895 -2.112
H: -11.973 -4.731 -3.540
H: -13.701 -4.842 -3.212
H: -12.508 -5.218 -1.934
C: -17.469 -6.230 -3.376
C: -16.284 -6.980 -3.936
O: -15.279 -6.428 -4.484
N: -16.418 -8.319 -3.923
C: -17.545 -9.092 -3.420
H: -17.285 -5.194 -3.631
H: -17.447 -6.383 -2.260
H: -18.439 -6.656 -3.841
H: -15.728 -8.860 -4.418
H: -17.365 -10.166 -3.586
H: -18.460 -8.783 -3.868
H: -17.573 -8.979 -2.297
C: -12.947 -8.973 -3.075
Br: -13.248 -10.225 -4.578
Br: -11.118 -8.959 -2.752
Br: -13.898 -9.549 -1.553
H: -13.306 -8.077 -3.529
C: -13.143 -6.139 -6.461
Br: -13.223 -4.216 -6.617
Br: -11.283 -6.619 -6.021
Br: -13.781 -7.223 -7.874
H: -13.724 -6.439 -5.569

## Properties
Kohn-Sham gap = 9.1 eV
LUMO level = -0.12 eV
net charge = 0
relative energy (zero: lowest compared OMol25 entry of this formula, charge and spin) = 23.5 kJ/mol

***

Record 4
DFT (wB97M-V/def2-TZVPD) results for a structure of composition C8H16Cl2N4OPt.

Element x y z (Å)
Pt: -0.651 0.271 0.447
Cl: 0.025 1.635 -1.838
C: 1.227 0.366 -2.147
Cl: 1.081 -0.818 -0.773
H: 2.224 0.781 -2.135
H: 0.998 -0.148 -3.069
N: 1.078 -3.459 2.828
C: -0.119 -2.893 2.370
N: -1.168 -3.710 2.650
O: -0.151 -1.813 1.808
H: 1.138 -4.359 3.326
H: 1.961 -2.945 2.704
H: -1.074 -4.621 3.107
H: -2.114 -3.432 2.381
N: -2.061 1.485 1.289
C: -2.726 2.337 1.679
N: -3.475 3.338 2.116
C: -4.871 3.476 1.694
C: -5.818 3.632 2.910
C: -5.319 4.580 3.959
C: -3.843 4.674 4.197
C: -2.930 4.370 2.988
H: -5.155 2.652 1.049
H: -4.942 4.409 1.117
H: -5.974 2.619 3.323
H: -6.802 3.931 2.560
H: -5.837 4.363 4.933
H: -5.756 5.590 3.820
H: -3.522 3.988 5.011
H: -3.590 5.655 4.600
H: -1.914 4.123 3.278
H: -2.890 5.302 2.399

## Properties
Kohn-Sham gap (spin up / spin down) = 10.0 / 4.7 eV
expectation value of S² = 6.037
2S+1 = 5
LUMO level (spin up / spin down) = -12.57 / -17.53 eV
net charge = +4
relative energy (zero: lowest compared OMol25 entry of this formula, charge and spin) = 0.0 kJ/mol

***

Record 5
DFT (wB97M-V/def2-TZVPD) results for a structure of composition C8H16Cl6F12O2P2Ti.

Element x y z (Å)
Ti: -0.029 0.573 2.086
C: 1.529 -2.871 2.573
C: 0.503 -2.176 1.652
C: -0.651 -3.138 1.162
O: -0.187 -1.255 2.489
H: 2.100 -3.559 2.014
H: 0.897 -3.309 3.394
H: 2.131 -2.148 3.181
H: 0.978 -1.750 0.771
H: -0.429 -3.843 0.391
H: -1.406 -2.525 0.663
H: -1.062 -3.524 2.114
C: 3.361 0.003 2.542
C: 2.487 0.585 3.625
C: 2.983 1.626 4.643
O: 1.387 1.307 3.028
H: 4.125 0.720 2.130
H: 2.702 -0.290 1.742
H: 3.889 -0.888 2.813
H: 2.000 -0.218 4.097
H: 3.260 2.576 4.091
H: 3.847 1.223 5.133
H: 2.209 1.808 5.390
P: -1.836 -0.510 -2.428
F: 0.272 0.537 0.385
F: -3.039 -0.562 -1.342
F: -2.315 0.899 -2.894
F: -2.555 -1.517 -3.451
F: -0.424 -0.561 -3.261
F: -1.101 -1.492 -1.479
P: -2.929 1.828 3.278
F: -2.151 1.094 4.591
F: -2.737 0.515 2.510
F: -4.453 1.800 3.849
F: -3.290 2.626 1.910
F: -2.817 3.085 4.028
F: -0.981 2.005 2.564
C: -4.332 -1.269 -6.768
Cl: -5.378 -1.112 -8.234
Cl: -2.947 -2.237 -7.157
Cl: -5.370 -1.803 -5.424
H: -3.977 -0.281 -6.490
C: 3.142 3.492 -7.317
Cl: 3.304 5.294 -7.588
Cl: 1.566 3.169 -6.627
Cl: 4.431 3.078 -6.163
H: 3.291 2.994 -8.215

## Properties
Kohn-Sham gap = 10.2 eV
LUMO level = -0.92 eV
net charge = 0

***

Record 6
DFT (wB97M-V/def2-TZVPD) results for a structure of composition C8H16Cl8N3O9V.

Element x y z (Å)
V: -28.780 24.253 7.613
N: -31.994 24.549 8.655
O: -32.531 25.110 7.739
O: -32.495 24.415 9.741
O: -30.888 24.091 8.386
N: -28.130 23.168 10.018
O: -28.386 24.360 9.809
O: -28.344 22.546 8.940
O: -27.753 22.675 11.084
N: -26.159 25.317 7.374
O: -26.573 24.198 7.291
O: -25.026 25.698 7.167
O: -27.135 25.976 7.624
Cl: -28.743 26.405 12.913
C: -27.684 25.290 13.853
C: -26.606 26.031 14.679
Cl: -25.627 27.040 13.509
H: -27.219 24.575 13.174
H: -28.348 24.744 14.523
H: -25.993 25.324 15.238
H: -27.017 26.651 15.476
Cl: -24.438 19.251 8.163
C: -25.461 20.676 8.320
C: -24.723 21.781 9.099
Cl: -23.280 22.396 8.262
H: -26.373 20.367 8.830
H: -25.639 21.131 7.346
H: -24.418 21.505 10.109
H: -25.301 22.687 9.279
Cl: -32.388 23.697 13.697
C: -30.975 22.723 13.402
C: -30.990 22.057 11.987
Cl: -32.280 20.848 11.731
H: -30.957 21.898 14.114
H: -30.076 23.324 13.539
H: -30.053 21.529 11.809
H: -31.080 22.859 11.255
Cl: -31.894 18.967 7.089
C: -30.828 18.455 8.433
C: -29.774 19.520 8.545
Cl: -28.871 19.385 10.087
H: -30.337 17.534 8.120
H: -31.429 18.322 9.333
H: -30.160 20.539 8.570
H: -29.035 19.475 7.745

## Properties
Kohn-Sham gap (spin up / spin down) = 5.3 / 6.8 eV
expectation value of S² = 2.118
2S+1 = 3
LUMO level (spin up / spin down) = -4.91 / -3.44 eV
net charge = 0
relative energy (zero: lowest compared OMol25 entry of this formula, charge and spin) = 342.0 kJ/mol

***

Record 7
DFT (wB97M-V/def2-TZVPD) results for a cluster of 2 separate species, C8H16FN3O2 in total.

Element x y z (Å)
C: 0.421 -1.105 0.882
C: 0.583 0.236 -0.073
C: -0.325 1.516 0.424
F: 0.157 1.902 1.768
N: -1.816 1.328 0.296
C: -2.637 1.125 1.546
C: -3.322 -0.396 1.481
N: -2.750 -0.860 0.154
C: -2.330 0.324 -0.715
N: -2.428 0.491 -2.096
H: 1.476 -1.491 1.280
H: -0.340 -0.936 1.784
H: -0.026 -2.025 0.271
H: 1.720 0.580 0.046
H: 0.449 -0.029 -1.219
H: -0.040 2.420 -0.302
H: -3.423 2.019 1.473
H: -2.141 1.157 2.604
H: -3.141 -1.084 2.438
H: -4.447 -0.123 1.240
H: -3.224 -1.655 -0.328
H: -3.173 1.129 -2.509
H: -1.811 -0.061 -2.764
C: 5.231 -0.892 -0.994
C: 3.857 -0.294 -1.238
O: 2.903 -1.121 -1.254
O: 3.845 0.959 -1.394
H: 5.176 -1.978 -0.868
H: 5.886 -0.676 -1.844
H: 5.669 -0.460 -0.090

## Properties
Kohn-Sham gap = 3.6 eV
LUMO level = -2.95 eV
net charge = 0

***

Record 8
DFT (wB97M-V/def2-TZVPD) results for a cluster of 2 separate species, C8H16FNO in total.

Element x y z (Å)
C: 0.334 -3.887 -0.055
C: 0.151 -2.487 0.155
C: -0.589 -0.991 0.261
N: -1.549 -0.724 -0.888
C: -3.002 -1.035 -0.574
C: -3.247 -2.473 0.180
F: -4.712 -2.577 0.534
H: 0.370 -5.018 -0.435
H: 0.272 -0.187 0.163
H: -1.118 -0.866 1.309
H: -1.448 0.295 -1.160
H: -1.256 -1.310 -1.720
H: -3.585 -1.062 -1.612
H: -3.516 -0.155 0.039
H: -2.894 -3.416 -0.460
H: -2.676 -2.573 1.220
C: 3.400 2.221 1.187
C: 2.347 1.998 0.090
C: 1.955 3.354 -0.521
O: 1.271 1.483 0.658
H: 3.036 2.870 1.994
H: 3.719 1.272 1.637
H: 4.294 2.698 0.766
H: 2.859 1.446 -0.711
H: 1.537 4.045 0.223
H: 1.215 3.235 -1.322
H: 2.834 3.842 -0.959

## Properties
Kohn-Sham gap = 5.3 eV
LUMO level = -0.66 eV
net charge = 0
relative energy (zero: lowest compared OMol25 entry of this formula, charge and spin) = 657.0 kJ/mol

***

Record 9
DFT (wB97M-V/def2-TZVPD) results for an isolated molecule of C8H16N2.

Element x y z (Å)
C: -0.453 -0.948 1.349
C: 0.011 -1.270 -0.062
C: -1.049 -0.375 0.075
C: 0.287 -2.620 -0.652
C: -2.730 1.436 0.115
C: 1.495 2.087 -0.487
C: 2.676 0.072 0.324
C: -2.397 0.040 -0.423
N: 0.519 0.000 -0.588
N: 1.455 0.710 0.123
H: -1.116 -1.667 1.838
H: 0.260 -0.305 2.050
H: 1.274 -2.552 -1.025
H: -0.438 -2.780 -1.504
H: 0.294 -3.360 0.233
H: -2.351 1.603 1.240
H: -3.749 1.832 -0.008
H: -2.048 2.120 -0.489
H: 2.367 2.491 0.134
H: 1.745 1.965 -1.585
H: 0.552 2.730 -0.345
H: 2.875 -0.662 1.194
H: 2.754 -0.616 -0.549
H: 3.370 0.922 0.281
H: -2.518 -0.185 -1.452
H: -3.084 -0.670 0.216

## Properties
Kohn-Sham gap = 8.4 eV
structure (SMILES) = CC[C@@]12C[C@]1(C)N2N(C)C
LUMO level = 0.95 eV
net charge = 0
relative energy (zero: lowest compared OMol25 entry of this formula, charge and spin) = 592.2 kJ/mol

***

Record 10
DFT (wB97M-V/def2-TZVPD) results for a cluster of 2 separate species, C8H16N2O in total.

Element x y z (Å)
C: 0.603 1.227 -0.301
C: 1.511 -0.883 -0.421
C: 0.373 -0.152 -0.444
C: -3.394 -0.844 -0.314
C: -1.473 -1.397 1.402
C: 2.031 3.165 -0.114
C: -0.964 -0.693 -0.925
C: -2.011 -0.516 0.269
N: 3.614 -0.995 0.072
N: 1.815 1.764 -0.061
O: 3.835 -2.183 -0.198
H: -0.221 1.859 -0.594
H: 1.562 -1.886 -0.821
H: -3.471 -0.438 -1.305
H: -4.054 -0.282 0.431
H: -3.769 -1.853 -0.170
H: -2.016 -1.292 2.458
H: -0.441 -1.270 1.691
H: -1.504 -2.563 1.189
H: 3.160 3.321 -0.401
H: 1.273 3.504 -0.819
H: 1.867 3.573 0.948
H: -1.164 -0.163 -1.788
H: -0.781 -1.806 -1.199
H: -2.036 0.542 0.541
H: 3.047 -0.882 1.043
H: 2.608 1.142 -0.169

## Properties
Kohn-Sham gap = 6.8 eV
LUMO level = -0.59 eV
net charge = 0
relative energy (zero: lowest compared OMol25 entry of this formula, charge and spin) = 776.1 kJ/mol

***

Record 11
DFT (wB97M-V/def2-TZVPD) results for an isolated molecule of C8H16N2O3.

Element x y z (Å)
C: -1.580 2.157 -1.437
C: -1.620 1.698 0.881
C: -0.312 1.477 -1.679
C: -0.011 1.111 0.716
C: 1.108 -2.645 1.290
C: 2.079 -1.118 -0.530
C: -0.094 -0.409 0.876
C: 1.278 -1.189 0.851
N: -2.279 1.397 -0.338
N: 0.753 1.924 1.738
O: 0.955 1.378 2.778
O: 1.046 3.065 1.430
O: 0.552 1.486 -0.510
H: -1.397 3.225 -1.172
H: -2.183 2.166 -2.276
H: -1.966 1.160 1.716
H: -1.551 2.821 1.041
H: -0.296 0.318 -1.816
H: 0.338 2.103 -2.372
H: 0.948 -3.192 0.344
H: 0.429 -2.712 2.038
H: 1.965 -3.140 1.753
H: 1.934 -0.137 -0.971
H: 1.711 -1.937 -1.102
H: 3.134 -1.343 -0.411
H: -0.455 -0.663 1.809
H: -0.811 -0.757 0.185
H: 1.934 -0.597 1.484
H: -3.249 1.648 -0.402

## Properties
Kohn-Sham gap = 10.1 eV
structure (SMILES) = CC(C)C[C@]1([N+](=O)[O-])CNCCO1
LUMO level = 0.60 eV
net charge = 0
relative energy (zero: lowest compared OMol25 entry of this formula, charge and spin) = 605.2 kJ/mol

***

Record 12
DFT (wB97M-V/def2-TZVPD) results for an isolated molecule of C8H16N2O3S2.

Element x y z (Å)
C: 0.714 -0.876 1.532
C: 0.888 0.378 0.681
C: 0.645 -2.048 0.528
C: -0.535 -2.058 -0.448
C: 0.784 -3.708 -2.395
C: -0.240 2.240 -0.430
C: 0.535 3.475 0.135
C: -1.700 2.698 -0.794
H: -0.353 -0.047 3.046
H: -0.652 -1.613 2.853
H: 1.588 -1.091 2.185
H: 1.540 -2.019 -0.123
H: 0.712 -3.014 1.044
H: -0.501 -1.312 -1.183
H: -1.454 -1.907 0.079
H: 1.715 -3.763 -1.864
H: 0.718 -4.700 -2.871
H: 0.673 -2.850 -3.110
H: -1.122 0.896 0.887
H: 0.269 1.929 -1.359
H: -2.098 1.991 -1.478
H: -1.602 3.623 -1.341
H: -2.108 3.556 1.344
H: 2.016 2.375 0.039
N: -0.506 -0.741 2.352
N: -0.218 1.175 0.499
O: 1.927 0.644 0.104
O: -0.012 4.477 0.514
O: 1.830 3.335 0.248
S: -0.681 -3.669 -1.344
S: -2.772 2.624 0.672

## Properties
Kohn-Sham gap = 9.3 eV
structure (SMILES) = CSCC[C@H](N)C(=O)N[C@@H](CS)C(=O)O
LUMO level = 0.52 eV
net charge = 0
relative energy (zero: lowest compared OMol25 entry of this formula, charge and spin) = 0.0 kJ/mol

***

| no. | energy (eV) | strongest force on any atom (eV/Å) |
| --- | --- | --- |
| 1 | -61003.600 | 1.674 |
| 2 | -435885.732 | 3.914 |
| 3 | -435885.304 | 2.974 |
| 4 | -44803.966 | 1.059 |
| 5 | -162099.221 | 5.727 |
| 6 | -157307.088 | 9.268 |
| 7 | -19830.917 | 5.502 |
| 8 | -14800.538 | 9.886 |
| 9 | -11529.847 | 4.520 |
| 10 | -13575.498 | 3.831 |
| 11 | -17673.479 | 3.733 |
| 12 | -39349.577 | 2.147 |